1.
Density functional theory data (ωB97M-V with the def2-TZVPD basis set) for a structure of composition C24H32Al2BBeF14K2N2O16PS in a non-equilibrium geometry.

```
! RIJCOSX wB97M-V def2-TZVPD def2/J DEFGRID3
* xyz 0 1
C -0.40 -4.82 1.66
C -1.63 -3.85 2.24
O -1.17 -2.92 3.30
C -0.51 -1.73 2.68
C 1.13 -1.61 2.74
P 2.30 -2.87 3.59
O 2.90 -2.11 4.88
O 3.70 -3.29 2.61
O 1.46 -4.28 4.23
C 1.81 -0.30 2.02
C 0.85 0.83 1.32
C 1.58 2.15 0.60
C 2.50 2.99 1.67
C 4.04 2.33 1.60
F 4.77 2.09 0.33
C 4.64 1.98 2.95
F 4.47 2.99 4.02
F 5.30 0.66 3.16
C -0.81 0.72 1.31
N -1.57 1.85 0.68
C -3.05 1.61 0.75
C -4.01 2.83 0.13
C -3.73 0.28 1.39
C -5.39 0.12 1.36
C -6.10 0.59 2.77
O -6.86 1.68 2.86
F -5.90 -0.30 3.97
N -2.98 -0.87 2.02
C -1.51 -0.59 1.98
H 0.49 -4.15 1.26
H -0.81 -5.51 0.80
H -0.10 -5.54 2.55
H -2.08 -3.28 1.30
H -2.48 -4.59 2.60
H 4.38 -3.61 3.28
H 1.09 -4.03 5.14
H 2.98 -0.21 2.05
H 2.24 1.75 -0.32
H 0.79 2.89 0.11
H 2.50 4.16 1.48
H 2.06 2.73 2.75
H -5.01 2.43 -0.35
H -4.17 3.61 1.00
H -3.36 3.40 -0.69
H -5.58 -1.06 1.29
H -5.88 0.58 0.40
F -7.30 -2.11 -1.80
Al -6.46 -1.00 -2.94
F -5.32 0.05 -2.03
F -7.68 0.02 -3.79
F -5.54 -1.96 -4.16
K 6.82 2.31 -0.04
Be -3.68 -1.39 -0.22
C 10.28 5.88 -0.41
O 10.26 4.49 -0.69
H 9.26 6.20 -0.16
H 10.94 6.07 0.44
H 10.62 6.42 -1.29
H 11.17 4.23 -0.91
O -9.39 -3.94 -0.50
S -10.28 -3.40 -1.54
O -10.51 -1.97 -1.29
O -11.57 -4.12 -1.52
O -9.64 -3.57 -2.86
O -2.03 5.15 -1.33
H -1.24 5.16 -1.93
H -2.33 6.07 -1.11
H -1.86 4.62 -0.51
F 1.32 0.87 6.19
Al 1.43 -0.06 7.73
F 3.08 0.15 8.44
F 1.14 -1.81 7.40
F 0.20 0.55 8.88
K 1.13 2.47 -1.84
B 5.48 -4.68 -1.17
O 6.74 -3.98 -1.44
C 6.46 -2.68 -1.53
O 7.30 -1.81 -1.75
C 5.06 -2.47 -1.33
O 4.48 -1.39 -1.35
O 4.45 -3.64 -1.11
F 5.56 -5.38 0.11
F 5.19 -5.62 -2.24
C -0.95 1.67 -6.98
C -1.90 0.53 -7.26
C -1.45 -0.50 -6.24
O -0.94 0.22 -5.12
C -0.79 1.60 -5.48
H -1.32 2.64 -7.33
H 0.01 1.48 -7.48
H -2.93 0.85 -7.04
H -1.87 0.17 -8.28
H -0.64 -1.12 -6.64
H -2.27 -1.15 -5.92
H -1.57 2.17 -4.97
H 0.18 1.97 -5.15
*
```

Its HOMO energy is -7.34 eV.

Mulliken atomic charge list, values in e, 4 entries: -0.64, 0.06, -0.38, -0.30

2.
Density functional theory data (ωB97M-V with the def2-TZVPD basis set) for a cluster of 6 separate species, C24H32BrF5NO19 in total in a non-equilibrium geometry.

```
! RIJCOSX wB97M-V def2-TZVPD def2/J DEFGRID3
* xyz -1 1
C 1.22 -1.41 -2.12
C 0.08 -1.25 -3.12
O -0.72 -2.41 -3.19
C -2.04 -2.21 -2.75
C -2.07 -2.36 -1.22
O -3.36 -2.10 -0.74
C -3.59 -2.53 0.60
C -2.37 -2.41 1.52
O -2.75 -2.50 2.87
C -1.57 -2.47 3.69
N -1.25 -3.77 4.20
C 0.15 -3.82 4.41
C 1.04 -4.28 3.18
O 2.14 -4.01 3.11
Br 0.27 -5.39 1.71
H 0.88 -1.33 -1.09
H 1.76 -2.33 -2.28
H 1.95 -0.60 -2.24
H -0.47 -0.36 -2.82
H 0.54 -1.05 -4.09
H -2.42 -1.21 -2.97
H -2.72 -2.95 -3.17
H -1.33 -1.65 -0.84
H -1.76 -3.39 -1.01
H -4.34 -1.86 1.02
H -4.03 -3.53 0.66
H -1.66 -3.21 1.31
H -1.93 -1.42 1.35
H -1.73 -1.72 4.49
H -0.72 -2.09 3.09
H 0.38 -4.52 5.22
H 0.54 -2.84 4.71
C 3.00 3.82 -2.86
C 2.81 3.07 -4.15
O 2.12 1.91 -3.73
C 1.41 2.26 -2.62
O 0.52 1.61 -2.17
O 1.84 3.44 -2.12
F 4.00 2.71 -4.70
H 3.90 3.50 -2.32
H 3.04 4.90 -3.00
H 2.22 3.60 -4.90
C -1.78 2.55 -0.21
C -1.91 2.51 1.29
O -1.90 3.89 1.63
C -2.42 4.56 0.57
O -2.81 5.68 0.60
O -2.45 3.77 -0.53
F -0.84 1.91 1.87
H -0.74 2.61 -0.54
H -2.25 1.70 -0.70
H -2.82 2.04 1.66
C 7.40 6.30 -4.58
C 7.23 6.09 -3.09
O 5.95 6.63 -2.85
C 5.23 6.48 -4.00
O 4.05 6.58 -4.08
O 6.05 6.20 -5.05
F 8.15 6.78 -2.38
H 7.79 7.29 -4.81
H 8.03 5.55 -5.04
H 7.25 5.04 -2.78
C 2.08 -8.20 3.39
C 2.33 -9.08 2.19
O 2.83 -10.27 2.78
C 2.28 -10.36 4.03
O 2.27 -11.34 4.69
O 1.74 -9.17 4.39
F 3.29 -8.56 1.38
H 2.97 -7.66 3.70
H 1.27 -7.50 3.23
H 1.45 -9.31 1.60
C -5.75 5.37 2.23
C -6.86 4.82 1.37
O -6.72 3.42 1.56
C -6.19 3.24 2.80
O -6.18 2.21 3.38
O -5.67 4.40 3.28
F -6.67 5.11 0.06
H -4.80 5.41 1.71
H -5.98 6.36 2.63
H -7.86 5.12 1.67
*
```

Its HOMO energy is -2.72 eV.

Mulliken atomic charge list, values in e, 4 entries: -0.97, -0.19, -0.43, -0.77

3.
Density functional theory data (ωB97M-V with the def2-TZVPD basis set) for a structure of composition C24H32CeN4OP2 in a non-equilibrium geometry.

```
! RIJCOSX wB97M-V def2-TZVPD def2/J DEFGRID3
* xyz 1 2
C -2.38 -4.17 0.53
C -1.28 -3.40 0.16
C -1.08 -3.11 -1.22
C -2.04 -3.55 -2.22
C -3.14 -4.33 -1.78
C -3.29 -4.64 -0.43
C -1.83 -3.15 -3.54
C -0.74 -2.34 -3.90
C 0.18 -1.96 -2.85
C 1.28 -1.10 -3.12
C 1.47 -0.65 -4.42
C 0.59 -1.03 -5.45
C -0.49 -1.85 -5.21
H -2.53 -4.39 1.58
H -3.87 -4.69 -2.52
H -4.14 -5.25 -0.11
H -2.53 -3.48 -4.32
H 2.31 0.01 -4.63
H 0.77 -0.66 -6.47
H -1.18 -2.14 -6.01
N -0.01 -2.36 -1.57
Ce -0.86 0.89 -0.09
C -0.33 -2.79 1.17
H 0.69 -2.76 0.75
H -0.34 -3.34 2.11
C 2.16 -0.67 -1.96
H 2.28 -1.52 -1.26
H 3.13 -0.32 -2.30
P -0.74 -1.08 1.65
P 1.50 0.71 -0.97
C 1.72 2.14 -2.07
H 1.47 3.07 -1.54
H 2.77 2.17 -2.37
H 1.08 2.05 -2.95
C 2.75 0.91 0.31
H 3.71 1.07 -0.18
H 2.53 1.77 0.95
H 2.80 0.01 0.94
C -2.38 -1.25 2.44
H -2.30 -2.02 3.21
H -2.67 -0.29 2.90
H -3.14 -1.52 1.70
C 0.38 -0.71 3.00
H 0.19 0.28 3.42
H 0.23 -1.47 3.78
H 1.42 -0.75 2.65
H -1.41 -0.38 -1.18
H -2.45 0.84 0.51
C 2.53 5.57 2.21
N 1.49 4.54 2.42
C 0.81 4.53 3.59
C -0.20 3.66 3.77
C -0.56 2.74 2.77
N 0.13 2.64 1.63
C 1.16 3.61 1.40
O 1.78 3.73 0.34
N -1.66 2.01 3.02
H 3.01 5.49 1.24
H 3.29 5.47 2.99
H 2.06 6.55 2.29
H 1.07 5.27 4.34
H -0.77 3.71 4.69
H -2.17 2.09 3.90
H -2.21 1.59 2.26
*
```

Its HOMO energy (alpha / beta) is -9.34 / -9.78 eV.

Mulliken atomic charge list, values in e, 4 entries: -0.32, 0.03, 0.19, 0.76

4.
Density functional theory data (ωB97M-V with the def2-TZVPD basis set) for the molecule C24H32ClN3O2.

```
! RIJCOSX wB97M-V def2-TZVPD def2/J DEFGRID3
* xyz 0 1
C 0.20 2.07 3.51
O 0.17 2.96 2.43
C 1.03 2.74 1.37
C 1.93 1.69 1.28
C 2.74 1.56 0.16
C 3.68 0.39 0.02
N 3.27 -0.45 -1.11
C 4.15 -1.57 -1.35
C 3.97 -2.73 -0.37
C 2.50 -3.17 -0.33
C 1.62 -1.96 0.00
N 0.25 -2.37 0.21
C -0.58 -2.66 -0.94
C -1.36 -1.45 -1.48
N -2.14 -0.88 -0.40
C -3.19 0.00 -0.74
C -3.19 0.74 -1.92
C -4.25 1.57 -2.24
C -5.33 1.68 -1.38
C -5.34 0.93 -0.22
C -4.30 0.08 0.12
C -4.40 -0.75 1.36
C -1.27 -0.44 0.68
C -0.52 -1.67 1.22
C 1.88 -0.87 -1.07
C 2.65 2.49 -0.87
C 1.74 3.53 -0.78
Cl 1.62 4.69 -2.05
C 0.92 3.68 0.34
O 0.04 4.70 0.42
H 1.18 2.07 4.00
H -0.54 2.44 4.22
H -0.06 1.05 3.20
H 2.01 0.97 2.07
H 4.68 0.75 -0.21
H 3.72 -0.16 0.97
H 5.18 -1.22 -1.34
H 3.93 -1.93 -2.37
H 4.60 -3.57 -0.67
H 4.29 -2.42 0.63
H 2.35 -3.95 0.42
H 2.22 -3.57 -1.30
H 1.96 -1.56 0.97
H 0.03 -3.08 -1.73
H -1.31 -3.42 -0.63
H -2.05 -1.79 -2.26
H -0.66 -0.72 -1.92
H -2.35 0.67 -2.59
H -4.22 2.14 -3.16
H -6.15 2.33 -1.62
H -6.20 1.00 0.44
H -4.05 -0.20 2.23
H -5.43 -1.04 1.54
H -3.79 -1.65 1.25
H -1.87 0.00 1.47
H -0.56 0.32 0.32
H 0.14 -1.37 2.04
H -1.26 -2.37 1.61
H 1.27 0.01 -0.89
H 1.65 -1.28 -2.06
H 3.26 2.38 -1.75
H -0.44 4.62 1.25
*
```

The relative energy (zero: lowest compared OMol25 entry of this formula, charge and spin) comes out at 7.8 kcal per mole. Its HOMO energy is -7.74 eV.

natural (NBO) atomic charge list, values in e, 4 entries: -0.25, -0.53, 0.30, -0.32

5.
Density functional theory data (ωB97M-V with the def2-TZVPD basis set) for a structure of composition C24H32MnN10O2PSSe.

```
! RIJCOSX wB97M-V def2-TZVPD def2/J DEFGRID3
* xyz 1 2
Mn 0.13 0.26 -0.04
C 4.21 -0.73 -1.12
C 2.74 -0.52 -1.05
N 2.09 -0.37 0.05
N 2.83 -0.31 1.21
C 2.21 -0.43 2.42
N 2.86 0.14 3.44
S 0.78 -1.27 2.63
C 1.91 -0.36 -2.25
C 2.40 -0.42 -3.55
C 1.54 -0.18 -4.60
C 0.21 0.11 -4.34
C -0.21 0.15 -3.02
N 0.62 -0.07 -2.00
H 4.55 -1.34 -0.27
H 4.74 0.23 -1.09
H 4.50 -1.23 -2.03
H 3.65 0.29 1.16
H 3.52 0.89 3.28
H 2.42 0.10 4.34
H 3.44 -0.62 -3.74
H 1.90 -0.20 -5.62
H -0.50 0.31 -5.13
H -1.24 0.35 -2.76
C -5.47 0.90 -1.24
N -4.25 1.00 -0.44
C -4.27 1.67 0.76
C -3.20 1.74 1.56
C -2.00 1.13 1.08
O -0.91 1.10 1.69
N -1.98 0.52 -0.14
C -3.10 0.36 -0.88
O -3.15 -0.33 -1.91
H -6.06 1.80 -1.10
H -6.06 0.03 -0.95
H -5.19 0.80 -2.28
H -5.22 2.14 1.01
H -3.21 2.28 2.49
Se 1.31 2.48 -0.19
C -0.28 3.55 -0.11
C -1.15 3.60 -1.19
C -2.34 4.31 -1.07
N -2.70 4.97 0.02
C -1.84 4.95 1.04
C -0.63 4.26 1.03
H -0.92 3.08 -2.11
H -3.03 4.35 -1.90
H -2.13 5.50 1.93
H 0.01 4.26 1.90
C -1.17 -5.29 -1.58
N -2.17 -4.18 -1.90
C -3.28 -4.21 -0.85
N -2.75 -4.11 0.46
C -1.78 -5.17 0.70
N -0.67 -5.15 -0.25
C 0.19 -3.97 -0.08
P -0.72 -2.37 -0.32
C -1.50 -2.83 -1.94
C -2.19 -2.78 0.74
H -0.37 -5.22 -2.31
H -1.71 -6.23 -1.69
H -2.59 -4.37 -2.82
H -3.80 -5.16 -0.98
H -3.95 -3.38 -1.07
H -2.29 -6.14 0.63
H -1.38 -5.07 1.71
H 1.03 -4.03 -0.78
H 0.61 -3.98 0.93
H -0.74 -2.86 -2.73
H -2.24 -2.07 -2.18
H -2.95 -2.02 0.57
H -1.89 -2.72 1.78
*
```

The relative energy (zero: lowest compared OMol25 entry of this formula, charge and spin) comes out at 11.5 kcal per mole. Its HOMO energy (alpha / beta) is -9.23 / -9.28 eV.

Mulliken atomic charge list, values in e, 4 entries: -0.81, -1.95, 0.71, 1.24

6.
Density functional theory data (ωB97M-V with the def2-TZVPD basis set) for a cluster of 5 separate species, C24H32N2O17 in total in a non-equilibrium geometry.

```
! RIJCOSX wB97M-V def2-TZVPD def2/J DEFGRID3
* xyz 0 1
C -2.75 -4.95 -2.16
C -3.29 -3.83 -3.10
O -2.74 -2.57 -2.75
C -3.51 -1.94 -1.75
N -2.72 -0.80 -1.30
C -3.13 -0.27 0.00
C -1.84 0.10 0.79
C -2.12 1.00 1.98
O -2.90 1.91 1.86
O -1.44 0.75 3.13
C -2.62 0.21 -2.30
O -3.55 0.70 -2.88
O -1.32 0.68 -2.52
C -0.51 -0.39 -2.92
C 0.25 -1.09 -2.02
C 0.99 -2.15 -2.48
C 0.92 -2.44 -3.82
N 0.24 -1.77 -4.72
C -0.46 -0.76 -4.23
H -3.51 -5.33 -1.48
H -2.32 -5.76 -2.74
H -1.92 -4.52 -1.58
H -2.92 -4.07 -4.10
H -4.39 -3.81 -3.11
H -4.50 -1.68 -2.13
H -3.55 -2.64 -0.90
H -3.74 0.63 -0.05
H -3.61 -1.06 0.58
H -1.20 0.61 0.07
H -1.30 -0.82 1.06
H -0.55 0.45 2.90
H 0.21 -0.80 -0.98
H 1.57 -2.72 -1.77
H 1.49 -3.30 -4.18
H -1.05 -0.17 -4.94
O 2.81 4.18 -0.42
C 1.67 4.29 -0.10
O 1.14 3.76 1.04
C -0.18 4.30 1.19
C -0.55 4.67 -0.22
O 0.73 4.95 -0.81
H -0.85 3.56 1.62
H -0.13 5.16 1.86
H -1.01 3.84 -0.76
H -1.20 5.53 -0.27
O 1.12 -3.32 3.93
C 1.50 -2.36 4.51
O 2.75 -1.84 4.39
C 2.75 -0.57 5.06
C 1.62 -0.72 6.04
O 0.75 -1.64 5.38
H 3.71 -0.39 5.54
H 2.58 0.22 4.32
H 1.94 -1.15 6.99
H 1.11 0.22 6.24
O -2.33 8.81 -2.42
C -1.72 8.00 -3.04
O -1.20 8.20 -4.27
C -0.34 7.10 -4.57
C -0.89 6.01 -3.68
O -1.44 6.75 -2.59
H -0.40 6.84 -5.63
H 0.68 7.37 -4.32
H -1.70 5.44 -4.16
H -0.13 5.32 -3.34
O 7.48 -5.57 4.79
C 6.43 -5.31 4.31
O 5.28 -5.13 5.02
C 4.29 -4.62 4.12
C 4.79 -5.10 2.78
O 6.20 -5.17 2.98
H 3.31 -5.01 4.37
H 4.27 -3.53 4.20
H 4.42 -6.09 2.52
H 4.54 -4.41 1.97
*
```

The relative energy (zero: lowest compared OMol25 entry of this formula, charge and spin) comes out at 8.2 kcal per mole. Its HOMO energy is -9.91 eV.

Mulliken atomic charge list, values in e, 4 entries: -1.12, -0.37, -0.21, -0.79

Number 1: calculated total energy -166223.3261 eV. Number 2: calculated total energy -149428.1006 eV. Number 3: calculated total energy -64911.8922 eV. Number 4: calculated total energy -46494.8347 eV. Number 5: calculated total energy -161189.1132 eV. Number 6: calculated total energy -63193.7701 eV.